Computed, not measured: a molecular structure, C10H32N10O12Zn2 at a distorted geometry, with ωB97M-V with the def2-TZVPD basis set.

M ... 615.2 g/mol
HOMO (spin up / spin down) ... -7.424 / -11.590 eV
HOMO-LUMO gap (spin up / spin down) ... 4.025 / 8.187 eV

```
! RIJCOSX wB97M-V def2-TZVPD def2/J DEFGRID3
* xyz 1 2
Zn 1.56 2.91 0.70
Zn -0.65 -2.12 -0.83
C -0.14 0.40 -0.42
O -0.63 -0.37 0.39
O 0.53 1.42 -0.23
O -0.18 -0.18 -1.50
C 3.65 2.78 -1.52
O 2.84 3.34 -0.82
N 3.36 1.69 -2.11
N 4.88 3.02 -1.69
H 2.44 1.30 -2.28
H 4.09 1.22 -2.64
H 5.25 3.93 -1.45
H 5.40 2.47 -2.37
C -0.55 2.55 3.08
O 0.45 2.67 2.42
N -1.59 1.95 2.55
N -0.80 3.11 4.25
H -2.33 1.64 3.17
H -1.40 1.76 1.58
H -1.79 3.28 4.36
H -0.08 3.68 4.67
C -1.30 -3.84 1.75
O -1.28 -3.18 0.72
N -2.37 -4.34 2.22
N -0.22 -4.23 2.35
H -2.50 -4.59 3.19
H -3.20 -4.13 1.68
H 0.67 -4.04 1.91
H -0.32 -4.64 3.26
C -0.82 -0.93 4.05
O -0.97 -1.11 5.26
N 0.27 -0.82 3.31
N -1.87 -1.17 3.26
H 0.16 -0.73 2.31
H 1.19 -0.84 3.74
H -1.68 -0.92 2.30
H -2.81 -1.35 3.61
C -3.44 -1.18 -1.34
O -2.70 -2.12 -1.26
N -3.62 -0.28 -0.39
N -4.13 -0.86 -2.42
H -4.30 0.43 -0.62
H -3.00 -0.21 0.40
H -4.02 -1.58 -3.13
H -4.25 0.12 -2.59
C 3.57 -1.16 -0.19
C 2.43 -1.79 0.77
O 1.48 -2.51 -0.02
O 4.70 -2.04 -0.45
H 3.92 -0.18 0.12
H 3.15 -0.99 -1.18
H 1.94 -0.91 1.17
H 2.76 -2.52 1.51
H 1.98 -3.23 -0.41
H 4.26 -2.87 -0.63
C -0.65 1.55 -4.23
C -1.33 2.62 -5.09
O -0.49 3.78 -5.16
O -0.33 2.11 -2.94
H 0.20 1.10 -4.74
H -1.29 0.69 -4.05
H -2.25 3.00 -4.65
H -1.77 2.23 -6.01
H -0.03 3.83 -4.32
H -0.06 1.39 -2.37
*
```

These are the Mulliken partial charges, in e, on atoms 1 to 8: atom 1 (Zn): -0.2371, atom 2 (Zn): 0.6072, atom 3 (C): 0.5986, atom 4 (O): 0.7277, atom 5 (O): 0.4131, atom 6 (O): -1.2019, atom 7 (C): 0.6477, atom 8 (O): -0.4387

=====

Computed, not measured: 6 unconnected molecules or ions with the total composition C10H32N2O6 at a distorted geometry, with ωB97M-V with the def2-TZVPD basis set.

M ... 276.4 g/mol
HOMO ... -9.419 eV
HOMO-LUMO gap ... 9.756 eV
Structure (SMILES) ... NC(N)=O.CCO.CCO.CCO.CCO.CO
Relative energy (zero: lowest compared OMol25 entry of this formula, charge and spin) ... 1.799 eV

```
! RIJCOSX wB97M-V def2-TZVPD def2/J DEFGRID3
* xyz 0 1
N 1.27 -3.16 0.53
C 2.24 -3.66 -0.13
N 2.23 -4.97 0.05
O 3.26 -2.80 -0.42
H 1.06 -2.16 0.52
H 0.42 -3.71 0.82
H 3.08 -5.49 -0.13
H 1.34 -5.46 -0.13
C 2.67 0.41 1.14
C 1.43 0.29 2.05
O 0.35 -0.42 1.50
H 2.59 1.30 0.56
H 2.82 -0.48 0.54
H 3.59 0.44 1.78
H 1.01 1.20 2.38
H 1.63 -0.10 3.07
H -0.22 -0.76 2.17
C 1.13 3.64 0.05
C 1.60 3.29 -1.43
O 2.06 4.48 -1.89
H 2.01 3.86 0.65
H 0.70 2.88 0.63
H 0.37 4.41 0.05
H 0.91 2.91 -2.19
H 2.44 2.55 -1.47
H 3.00 4.36 -2.01
C -2.06 -1.92 -0.42
C -3.19 -2.28 0.53
O -2.63 -2.27 1.78
H -2.55 -1.80 -1.40
H -1.32 -2.74 -0.53
H -1.61 -1.01 -0.01
H -3.60 -3.24 0.36
H -3.91 -1.51 0.45
H -2.57 -1.36 2.14
C -2.24 1.78 -0.51
C -3.67 1.56 -0.32
O -3.99 2.01 0.99
H -2.10 2.84 -0.54
H -1.80 1.38 -1.49
H -1.57 1.64 0.36
H -3.98 0.55 -0.41
H -4.25 2.14 -1.04
H -4.88 1.89 1.11
C 1.35 -0.21 -1.96
O 0.53 0.61 -1.11
H 1.54 -1.11 -1.45
H 2.29 0.25 -2.23
H 0.67 -0.28 -2.76
H 0.54 0.23 -0.25
*
```

These are the Mulliken partial charges, in e, on atoms 1 to 8: atom 1 (N): -0.2079, atom 2 (C): 0.5792, atom 3 (N): -0.4635, atom 4 (O): -0.6547, atom 5 (H): 0.1106, atom 6 (H): 0.2247, atom 7 (H): 0.2466, atom 8 (H): 0.2182

=====

Computed, not measured: 6 unconnected molecules or ions with the total composition C10H32O10 at a distorted geometry, with ωB97M-V with the def2-TZVPD basis set.

M ... 312.4 g/mol
HOMO ... -9.746 eV
HOMO-LUMO gap ... 10.157 eV
Structure (SMILES) ... OCCO.OCCO.OCCO.OCCO.CO.CO
Relative energy (zero: lowest compared OMol25 entry of this formula, charge and spin) ... 1.062 eV

```
! RIJCOSX wB97M-V def2-TZVPD def2/J DEFGRID3
* xyz 0 1
O 13.69 6.48 11.59
C 14.52 7.69 11.65
C 14.86 8.14 13.04
O 13.88 9.06 13.58
H 13.29 6.49 10.70
H 15.44 7.52 11.08
H 13.99 8.46 11.07
H 15.77 8.71 12.91
H 15.08 7.43 13.83
H 13.94 8.84 14.55
O 8.73 7.83 16.20
C 8.29 6.55 16.65
C 6.89 6.25 16.17
O 6.89 6.11 14.73
H 9.15 7.64 15.33
H 9.01 5.89 16.25
H 8.33 6.46 17.77
H 6.19 7.00 16.47
H 6.47 5.38 16.68
H 7.79 5.78 14.43
O 14.07 8.55 16.35
C 13.08 7.78 17.06
C 13.18 6.31 16.88
O 14.52 5.92 17.05
H 14.99 8.27 16.47
H 13.06 8.17 18.08
H 12.09 8.03 16.61
H 12.92 6.13 15.84
H 12.46 5.75 17.45
H 14.82 5.89 17.99
O 12.71 6.76 8.96
C 11.43 7.22 8.53
C 10.85 8.11 9.55
O 11.75 9.19 9.65
H 12.95 6.00 8.48
H 11.64 7.78 7.62
H 10.76 6.32 8.26
H 10.80 7.53 10.45
H 9.88 8.50 9.25
H 11.58 9.53 10.58
C 10.30 9.83 13.27
O 11.37 9.79 12.32
H 9.68 8.91 13.22
H 10.72 9.88 14.25
H 9.62 10.66 13.11
H 12.18 9.58 12.87
C 11.06 4.79 13.87
O 10.96 6.21 13.86
H 10.09 4.42 13.52
H 11.85 4.31 13.31
H 11.19 4.40 14.89
H 11.67 6.48 13.23
*
```

These are the Mulliken partial charges, in e, on atoms 1 to 8: atom 1 (O): -0.6048, atom 2 (C): -0.3669, atom 3 (C): -0.4187, atom 4 (O): -0.5976, atom 5 (H): 0.3987, atom 6 (H): 0.3278, atom 7 (H): 0.2047, atom 8 (H): 0.2812